[1]
9
Properties=species:S:1:pos:R:3:forces:R:3 method="wB97M-V/def2-TZVPD" lumo_energy_ev=-0.244 orbital_gap_ev=9.59 de_lowest_kj_mol=370.6 molar_mass_da=85.07 homo_energy_ev=-9.837 total_charge=0 smiles="CN=C=NN=O"
C -1.649 -0.153 0.269 -0.2211 0.0759 0.1117
N -0.362 -0.566 -0.220 0.8006 0.2818 -0.3351
C 0.665 -0.137 -0.636 -0.4372 -0.1633 0.2940
N 1.753 0.217 -1.168 -0.1919 -0.0410 -0.0386
N 2.854 0.453 -0.309 -0.2630 -0.1985 0.7423
O 2.642 0.268 0.857 0.1700 0.1436 -0.6763
H -1.565 0.738 0.900 0.0262 -0.1884 -0.1549
H -2.303 0.063 -0.581 0.0893 -0.0437 0.1495
H -2.080 -0.968 0.852 0.0271 0.1335 -0.0927

***

[2]
10
Properties=species:S:1:pos:R:3:forces:R:3 method="wB97M-V/def2-TZVPD" lumo_energy_ev=0.565 orbital_gap_ev=8.93 de_lowest_kj_mol=113.7 molar_mass_da=133.20 homo_energy_ev=-8.366 total_charge=0 smiles=Sc1cnc(S)o1
S -0.747 2.512 0.302 -0.1317 0.4581 0.3068
C -0.477 0.878 -0.177 -0.4013 0.4079 -0.8033
C -0.792 0.188 -1.276 -0.1011 -0.7901 -0.3356
N -0.156 -1.071 -1.178 -0.9427 -0.0735 -1.1087
C 0.450 -1.084 -0.068 0.0881 0.8355 0.5378
S 1.412 -2.445 0.581 -0.4281 0.9962 0.0833
O 0.293 0.131 0.596 1.7312 -1.7201 1.6800
H -0.130 2.307 1.473 -0.0801 0.2128 0.0815
H -1.482 0.485 -2.055 0.3862 -0.2890 -0.0659
H 1.629 -1.901 1.802 -0.1204 -0.0378 -0.3759

***

[3]
16
Properties=species:S:1:pos:R:3:forces:R:3 method="wB97M-V/def2-TZVPD" lumo_energy_ev=-3.767 orbital_gap_ev=9.89 de_lowest_kj_mol=146.6 molar_mass_da=101.13 homo_energy_ev=-13.660 total_charge=+1
C 0.292 1.038 -0.314 -1.5093 2.5362 0.1660
C -1.136 1.424 -0.516 -0.1223 0.1667 -0.3256
C -0.583 -0.827 0.911 -1.9553 -0.2049 -0.1162
C -2.041 0.509 -0.310 -2.9980 1.1920 0.2641
N 0.299 0.075 0.774 4.3036 0.8205 0.5278
N -1.771 -0.654 0.376 0.9978 -1.2199 -0.0775
O 3.043 -1.341 -0.273 0.8404 -0.3010 -0.5802
H 0.529 0.730 -1.318 1.4924 -0.7683 0.0557
H 0.731 2.002 -0.019 0.8693 -0.8602 -0.0718
H -1.442 2.377 -0.928 0.2963 -0.0653 0.0108
H -0.425 -1.680 1.501 0.2953 -0.8736 0.9191
H -3.101 0.751 -0.444 0.4109 -0.4470 -0.0593
H 2.882 -1.399 -1.244 0.5169 -0.0529 1.1077
H 1.180 -0.029 1.340 -1.1239 0.0510 -1.1526
H -2.442 -1.354 0.581 -0.8333 -0.3928 -0.2024
H 3.985 -1.623 -0.116 -1.4808 0.4194 -0.4656

***

[4]
21
Properties=species:S:1:pos:R:3:forces:R:3 method="wB97M-V/def2-TZVPD" lumo_energy_ev=0.849 orbital_gap_ev=9.22 de_lowest_kj_mol=472.7 molar_mass_da=119.16 homo_energy_ev=-8.373 total_charge=0 smiles=CC1(C)CO1.CNO
C 1.190 -0.875 -1.367 0.3841 0.1079 0.0682
C -0.204 -1.117 -0.884 -0.3528 -1.7749 2.9808
C -1.314 -0.314 -1.466 -0.7009 0.8093 0.1276
C -0.385 -1.816 0.602 -0.2625 0.4033 -3.3575
O -0.507 -2.476 -0.683 0.0859 -0.3973 0.1700
H 1.388 0.195 -1.458 0.0073 -0.0427 -0.0838
H 1.327 -1.358 -2.341 -0.0811 0.1777 0.0606
H 1.931 -1.300 -0.686 -0.1260 0.0012 -0.0723
H -1.343 0.694 -1.042 0.1360 -0.0294 0.0322
H -2.305 -0.745 -1.284 0.3512 -0.1572 0.1042
H -1.213 -0.186 -2.546 0.2088 -0.1982 -0.0267
H 0.458 -2.189 1.174 0.1958 0.2933 -0.0508
H -1.334 -1.754 1.125 0.0387 0.2833 -0.0277
C 0.959 2.039 1.068 -0.1653 -0.5991 -0.7271
N 0.198 0.959 1.659 -0.5387 -2.0780 1.0155
O -1.199 1.329 1.706 0.0006 -0.1030 -0.5781
H 0.556 2.339 0.091 0.0898 0.0653 -0.0637
H 0.940 2.923 1.716 -0.0376 -0.2487 0.0606
H 2.002 1.735 0.943 -0.1243 -0.0589 0.0700
H 0.183 -0.113 1.305 0.2904 4.0820 0.3352
H -1.328 2.029 2.369 0.6004 -0.5357 -0.0373

***

[5]
55
Properties=species:S:1:pos:R:3:forces:R:3 method="wB97M-V/def2-TZVPD" lumo_energy_ev=-2.830 orbital_gap_ev=8.82 de_lowest_kj_mol=0.0 molar_mass_da=626.76 homo_energy_ev=-11.648 total_charge=+1
Ir -0.159 -0.209 0.933 -0.1536 0.2064 -0.3187
C 2.933 -0.239 1.188 -0.0183 -0.0325 -0.0247
O 1.748 -1.062 1.267 0.1305 0.0002 0.0951
C 1.689 -1.896 2.441 -0.0752 0.0246 -0.0470
C 0.752 -1.258 3.441 -0.0069 -0.0363 -0.0376
O -0.536 -1.059 2.799 0.1197 -0.0011 0.0755
C -1.436 -2.182 2.923 -0.0214 0.0080 -0.0241
H 3.796 -0.898 1.106 -0.0035 0.0033 -0.0074
H 3.012 0.406 2.062 0.0004 0.0041 0.0124
H 2.832 0.363 0.293 -0.0072 0.0464 -0.0478
H 2.689 -2.023 2.853 -0.0043 0.0154 0.0133
H 1.316 -2.866 2.110 -0.0003 0.0009 0.0121
H 1.090 -0.263 3.725 0.0090 0.0016 0.0115
H 0.618 -1.876 4.328 -0.0151 -0.0045 -0.0010
H -1.621 -2.343 3.983 -0.0082 0.0079 -0.0025
H -1.019 -3.070 2.454 0.0103 -0.0045 0.0049
H -2.353 -1.904 2.413 -0.0015 -0.0054 -0.0053
C 0.068 -4.320 -0.543 -0.0256 -0.0181 -0.0608
S -0.193 -2.668 -1.109 -0.0981 0.0497 0.1737
O -1.164 -2.701 -2.164 0.0050 0.0489 -0.0802
O 1.102 -2.090 -1.393 -0.0370 0.0813 -0.1095
O -0.811 -1.981 0.117 0.1523 -0.2245 -0.0275
H 0.305 -4.919 -1.420 0.0305 -0.0098 0.0162
H -0.844 -4.687 -0.080 -0.0171 0.0098 -0.0215
H 0.904 -4.329 0.152 -0.0170 -0.0019 0.0128
N 3.191 3.800 -0.415 -0.1324 0.0068 -0.0996
C 2.249 3.726 0.251 0.3552 -0.0635 0.0136
N 1.165 3.651 1.016 -0.2570 0.2235 0.0408
C 0.823 2.518 1.434 0.0752 -0.0748 -0.2103
N 0.488 1.468 1.857 -0.0797 -0.0422 0.3820
C -4.579 1.500 0.366 -0.0048 0.0041 -0.0024
C -4.017 0.668 -0.589 -0.0117 0.0117 0.0120
C -2.739 0.184 -0.393 -0.0099 -0.0611 -0.0367
N -2.025 0.509 0.696 -0.0981 -0.0135 0.0990
C -2.565 1.311 1.627 0.0087 0.0523 -0.0051
C -3.840 1.821 1.494 0.0015 -0.0056 -0.0077
H -5.579 1.889 0.235 -0.0007 0.0009 0.0002
H -4.558 0.380 -1.479 0.0024 -0.0044 -0.0030
H -2.274 -0.499 -1.092 -0.0206 0.0192 0.0031
H -1.939 1.541 2.477 -0.0129 -0.0060 -0.0011
H -4.237 2.465 2.265 0.0024 -0.0011 0.0009
O 0.333 0.891 -0.729 0.3051 -0.1299 -0.0738
S 0.154 0.586 -2.252 -0.0252 -0.0192 0.2017
C 1.827 0.459 -2.934 0.0101 0.0271 0.0171
C 1.915 1.504 -4.039 -0.0345 -0.0154 -0.0299
C 1.227 2.747 -3.480 -0.0111 -0.0199 -0.0211
C -0.104 2.258 -2.915 -0.0566 0.0039 -0.0293
H 1.998 -0.572 -3.227 -0.0012 -0.0221 0.0113
H 2.477 0.726 -2.100 0.0201 -0.0453 0.0591
H 1.407 1.151 -4.940 0.0093 0.0070 0.0033
H 2.957 1.687 -4.298 -0.0023 0.0021 0.0135
H 1.063 3.506 -4.244 -0.0064 0.0014 0.0101
H 1.835 3.188 -2.691 0.0272 0.0099 0.0519
H -0.869 2.159 -3.687 0.0133 -0.0095 -0.0100
H -0.503 2.850 -2.092 -0.0128 -0.0060 -0.0013

***

[6]
65
Properties=species:S:1:pos:R:3:forces:R:3 method="wB97M-V/def2-TZVPD" lumo_energy_ev=-3.198 orbital_gap_ev=6.87 de_lowest_kj_mol=27.3 molar_mass_da=591.61 homo_energy_ev=-10.066 total_charge=+1
Ca -1.123 0.763 -0.021 -0.6224 -0.2179 -0.1804
Br 5.274 2.296 -3.910 -0.0525 -0.0005 0.0165
C 3.540 2.192 -3.158 0.0916 -0.0671 0.1289
C 2.436 2.657 -3.879 -0.0864 0.0398 -0.0682
C 1.178 2.585 -3.339 0.0311 -0.0529 -0.0596
C 0.929 2.035 -2.057 0.1266 0.0443 0.0915
O -0.279 1.997 -1.603 0.1038 0.0050 0.1260
C 2.071 1.570 -1.322 0.0429 0.0761 -0.1559
C 2.088 1.020 0.007 0.0734 0.0205 0.1654
N 1.094 0.720 0.772 -0.4107 0.1245 -0.1988
C 1.269 0.159 2.056 0.4125 -0.0342 0.2044
C 2.498 -0.127 2.608 -0.1315 0.0184 -0.0275
C 2.636 -0.713 3.877 -0.0072 -0.0084 0.0159
C 1.533 -1.013 4.620 0.0342 -0.0193 0.0382
C 0.249 -0.718 4.115 0.0247 0.0212 -0.1104
C -0.914 -0.978 4.872 -0.0508 -0.0031 0.0039
C -2.139 -0.645 4.377 -0.0264 0.0172 0.0272
C -2.200 -0.057 3.103 -0.0789 -0.0590 0.0460
N -1.144 0.174 2.362 0.1250 0.1751 -0.4092
C 0.096 -0.133 2.831 0.3232 -0.0909 0.4103
C 3.356 1.673 -1.908 0.0477 0.0359 -0.1210
H 2.580 3.077 -4.866 -0.0006 0.0002 -0.0023
H 0.325 2.942 -3.900 -0.0235 0.0000 0.0189
H 3.107 0.854 0.359 -0.0184 -0.0317 0.0337
H 3.403 0.086 2.058 0.0149 -0.0014 0.0030
H 3.627 -0.922 4.255 -0.0009 -0.0043 0.0058
H 1.623 -1.463 5.600 0.0031 0.0001 0.0029
H -0.812 -1.433 5.849 0.0031 -0.0019 0.0083
H -3.047 -0.818 4.936 -0.0061 0.0037 -0.0004
H -3.158 0.232 2.681 0.0066 -0.0281 -0.0215
H 4.217 1.329 -1.347 -0.0012 -0.0053 0.0127
C 2.150 -3.021 0.445 -0.0110 0.0198 0.0208
C 1.737 -2.319 -0.845 0.0338 -0.0182 0.0115
C 2.162 -3.168 -2.049 -0.0061 0.0170 -0.0068
C 0.254 -2.011 -0.924 -0.0218 -0.0012 0.0188
C -0.259 -1.354 -2.047 -0.0047 0.0853 0.0078
C -1.625 -1.192 -2.231 -0.0165 0.1015 -0.0191
C -2.546 -1.675 -1.296 0.0188 0.0271 0.0226
C -4.026 -1.613 -1.556 -0.0171 -0.0018 -0.0003
C -2.031 -2.249 -0.136 -0.0710 0.0500 0.0190
C -0.660 -2.413 0.048 0.0326 0.0023 -0.0017
H 3.232 -3.157 0.461 0.0051 0.0042 -0.0014
H 1.697 -4.013 0.509 -0.0026 -0.0086 -0.0019
H 1.872 -2.459 1.337 0.0016 -0.0093 -0.0086
H 2.272 -1.365 -0.911 0.0079 -0.0120 -0.0096
H 1.634 -4.124 -2.046 -0.0083 -0.0047 0.0056
H 3.232 -3.372 -2.008 0.0041 0.0041 0.0015
H 1.953 -2.671 -2.996 -0.0014 -0.0025 -0.0065
H 0.419 -0.975 -2.804 0.0149 -0.0214 -0.0030
H -1.985 -0.703 -3.128 0.0056 -0.0270 -0.0110
H -4.449 -0.653 -1.259 -0.0074 -0.0055 -0.0097
H -4.548 -2.397 -1.009 -0.0029 0.0072 0.0109
H -4.232 -1.746 -2.617 -0.0029 -0.0041 -0.0008
H -2.714 -2.616 0.623 0.0014 -0.0164 -0.0062
H -0.314 -2.902 0.949 0.0078 0.0017 0.0048
N -1.556 3.216 0.887 -0.1001 -0.0598 0.0133
N -2.257 3.831 -0.193 0.0209 0.0654 -0.0507
C -3.277 3.156 -0.755 -0.0101 -0.0489 -0.0410
N -3.790 3.670 -1.876 0.0583 0.0767 0.0145
S -3.916 1.755 -0.064 0.0285 -0.0781 0.0559
H -2.204 3.207 1.674 0.0218 0.0039 0.0005
H -0.815 3.864 1.141 0.0675 -0.0681 -0.0410
H -1.659 4.371 -0.802 0.0219 -0.0298 -0.0016
H -3.486 4.552 -2.256 -0.0066 -0.0014 0.0047
H -4.577 3.208 -2.295 -0.0090 -0.0033 0.0044

***

Repeat the first record exactly.
9
Properties=species:S:1:pos:R:3:forces:R:3 method="wB97M-V/def2-TZVPD" lumo_energy_ev=-0.244 orbital_gap_ev=9.59 de_lowest_kj_mol=370.6 molar_mass_da=85.07 homo_energy_ev=-9.837 total_charge=0 smiles="CN=C=NN=O"
C -1.649 -0.153 0.269 -0.2211 0.0759 0.1117
N -0.362 -0.566 -0.220 0.8006 0.2818 -0.3351
C 0.665 -0.137 -0.636 -0.4372 -0.1633 0.2940
N 1.753 0.217 -1.168 -0.1919 -0.0410 -0.0386
N 2.854 0.453 -0.309 -0.2630 -0.1985 0.7423
O 2.642 0.268 0.857 0.1700 0.1436 -0.6763
H -1.565 0.738 0.900 0.0262 -0.1884 -0.1549
H -2.303 0.063 -0.581 0.0893 -0.0437 0.1495
H -2.080 -0.968 0.852 0.0271 0.1335 -0.0927